[1]
ORCA calculation (wB97M-V/def2-TZVPD) on 2 unconnected molecules or ions with the total composition C7H6BrN.

- Energy relative to the best compared isomer or geometry (same formula, charge and spin): 4.677 eV
- Charge: 0
- HOMO level: -8.65 eV
- Gap between HOMO and LUMO: 8.17 eV
- SMILES: C=CC=C=C=N.C#CBr
- E_tot: -2898.86661 Eh

Element x y z (Å)
Br 3.262 0.467 0.446
N 1.307 -2.514 1.233
C -2.160 2.062 -0.217
C 0.415 -1.705 0.893
C 2.819 -0.536 -1.021
C -1.608 0.963 0.329
C -0.798 0.073 -0.513
C -0.212 -0.998 0.038
C 2.255 -1.098 -1.933
H -1.939 2.283 -1.271
H 1.641 -1.838 -2.305
H -0.637 0.319 -1.614
H 1.566 -2.503 2.153
H -1.654 0.553 1.349
H -2.548 2.839 0.276

[2]
ORCA calculation (wB97M-V/def2-TZVPD) on 3 unconnected molecules or ions with the total composition C17H43B4NO12P2.

- Charge: 0
- HOMO level: -9.75 eV
- Gap between HOMO and LUMO: 7.92 eV
- SMILES: [H]/N=C(/C)CB1OBOB(B(O)CC)O1.CCOP(=O)(OCC)OCC.CCOP(=O)(OCC)OCC
- E_tot: -2413.32148 Eh

Element x y z (Å)
P 1.444 -0.914 -1.882
P 1.857 7.497 1.346
O -4.565 -8.250 -0.519
O -5.696 -6.902 -2.353
O 0.982 6.084 1.303
O -0.127 -0.232 -1.641
O 1.422 7.983 -0.058
O 2.851 -1.525 -2.098
O 0.715 -2.344 -1.450
O -1.922 -7.755 -2.467
O 3.303 6.853 0.832
O 2.343 6.953 2.915
O 1.759 -0.374 -0.340
O -6.771 -7.160 0.043
N -2.087 -6.855 1.497
C -2.445 -5.188 -1.837
C 2.680 1.829 0.011
C -0.111 5.423 -0.733
C 2.902 9.161 3.791
C -4.712 -6.863 1.889
C 5.291 8.220 0.780
C 2.057 -4.308 -1.107
C -0.272 6.050 0.641
C -3.650 -4.169 -1.343
C 4.165 7.596 -0.019
C 0.211 1.710 -3.079
C 2.954 0.340 -0.053
C 1.132 -3.560 -2.050
C -2.988 -8.538 3.371
C -0.308 1.165 -1.765
C -3.183 -7.380 2.187
C 3.289 7.703 3.652
B -6.582 -6.422 -1.246
B -2.928 -6.760 -2.036
B -4.445 -7.294 -1.675
B -5.357 -7.440 0.474
H 3.307 -0.005 0.923
H 3.747 0.142 -0.779
H 0.013 2.783 -3.152
H -3.203 -3.068 -1.451
H 6.026 8.689 0.117
H -0.716 7.049 0.580
H -4.616 -4.242 -2.037
H -0.271 1.205 -3.922
H -7.151 -5.384 -1.322
H 1.850 2.046 0.691
H 3.566 2.373 0.353
H 4.277 7.589 3.206
H 0.143 1.672 -0.912
H -2.022 -8.304 4.032
H 2.897 -3.685 -0.783
H 2.843 9.652 2.816
H -1.603 -5.185 -0.998
H 4.583 6.894 -0.746
H -0.950 5.436 1.243
H -2.851 -9.623 2.919
H -4.671 -5.672 1.829
H -5.490 -7.125 2.742
H -1.836 -8.386 -1.668
H 1.918 9.254 4.261
H 0.200 4.377 -0.639
H -1.050 5.460 -1.292
H 4.906 8.989 1.455
H 1.288 1.550 -3.178
H 0.238 -4.163 -2.237
H -3.931 -8.525 4.104
H 3.636 8.372 -0.579
H 2.454 -5.209 -1.582
H 3.636 9.693 4.402
H 1.603 -3.381 -3.022
H -1.386 1.355 -1.703
H -3.951 -4.311 -0.206
H -2.412 -6.127 0.837
H 0.665 5.925 -1.320
H 5.800 7.470 1.392
H 2.407 2.214 -0.975
H 3.346 7.255 4.650
H -1.965 -4.786 -2.833
H 1.519 -4.599 -0.198

[3]
ORCA calculation (wB97M-V/def2-TZVPD) on a molecular structure, C14H15BBrIrN3O2S3.

- Charge: 0
- HOMO level (spin up / spin down): -7.66 / -7.74 eV
- Gap between HOMO and LUMO (spin up / spin down): 6.66 / 6.30 eV
- Spin multiplicity: 2
- E_tot: -4755.04095 Eh

Element x y z (Å)
Ir -0.445 1.103 0.862
Br 0.511 2.600 2.630
S -1.865 2.987 -0.306
S -3.738 4.932 0.992
S -3.035 2.797 2.490
O 2.463 0.179 -0.481
O 1.176 1.595 -1.696
N -1.332 -0.334 2.438
N -1.668 -1.580 4.196
N -1.999 -0.108 -0.329
C -2.891 -1.387 3.609
C -2.807 3.530 0.983
C -2.665 -0.606 2.522
C 2.354 1.423 -2.344
C 4.078 1.612 -3.940
C 4.864 0.738 -3.198
C -1.710 -3.085 -1.928
C 4.414 0.185 -2.008
C -2.466 -1.789 -2.236
C -2.237 -0.828 -1.196
C 3.148 0.545 -1.595
C 0.702 -0.866 3.764
C -0.746 -0.918 3.464
C 2.803 1.973 -3.530
B 1.234 0.843 -0.520
H -1.887 -3.815 -2.716
H -1.496 -2.115 5.032
H 1.086 -1.851 4.023
H 5.850 0.479 -3.554
H -0.641 -2.900 -1.855
H 4.471 2.018 -4.860
H -2.046 -3.500 -0.981
H 1.226 -0.491 2.887
H -3.359 -0.214 1.808
H 5.025 -0.478 -1.418
H -2.133 -1.364 -3.186
H 0.896 -0.175 4.585
H 2.195 2.664 -4.092
H -3.792 -1.808 3.995
H -3.539 -1.992 -2.308